# 1
This record from the Open Molecules 2025 dataset describes the molecule C4H5NO. The level of theory is ωB97M-V with the def2-TZVPD basis set.

LUMO energy, eV: 1.06
Energy relative to the best compared isomer or geometry (same formula, charge and spin), kJ/mol: 33.1
2S+1: 1
HOMO energy, Ha: -0.33905
HOMO-LUMO gap, eV: 10.29
Structure (SMILES): Cc1cocn1

Last column: Löwdin charge in e.
Element x y z (Å)
C 0.811 -0.170 -1.479  -0.04
C 0.091 0.004 -0.181  -0.34
C -0.448 -0.924 0.643  -0.06
O -0.997 -0.280 1.716  0.02
C -0.749 1.020 1.478  -0.20
N -0.118 1.261 0.380  0.13
H 1.585 0.596 -1.577  0.08
H 0.131 -0.067 -2.331  0.08
H 1.284 -1.154 -1.538  0.08
H -0.520 -2.000 0.636  0.13
H -1.075 1.722 2.231  0.13

# 2
This record from the Open Molecules 2025 dataset describes the ion C4H8NO2 with charge +1. The level of theory is ωB97M-V with the def2-TZVPD basis set.

LUMO energy (alpha / beta), eV: -5.37 / -5.55
Energy relative to the best compared isomer or geometry (same formula, charge and spin), kJ/mol: 758.2
2S+1: 1
Charge: +1
HOMO energy (alpha / beta), Ha: -0.47915 / -0.48039
HOMO-LUMO gap (alpha / beta), eV: 7.67 / 7.53

Last column: Löwdin charge in e.
Element x y z (Å)
C 0.084 -1.626 0.594  0.20
C 1.641 -0.013 -0.346  -0.07
C -0.899 -0.567 0.769  -0.19
C -0.426 0.913 0.515  -0.35
N 0.484 0.924 -0.669  0.09
O 2.014 -0.639 -1.426  0.06
O -1.449 1.765 0.134  0.07
H -0.432 -2.529 0.484  0.03
H -1.847 -0.847 0.181  0.16
H -1.095 -0.719 1.975  0.23
H 0.217 1.178 1.297  0.14
H 1.005 1.765 -0.768  0.17
H 0.088 0.460 -1.554  0.22
H 2.783 -1.234 -1.252  0.16
H -2.168 1.168 0.066  0.08

# 3
This record from the Open Molecules 2025 dataset describes a cluster of 2 separate species, C3H12ClNO4P2 in total. The level of theory is ωB97M-V with the def2-TZVPD basis set.

LUMO energy, eV: -0.29
2S+1: 1
HOMO energy, Ha: -0.32510
HOMO-LUMO gap, eV: 8.55
Structure (SMILES): OP(O)NP(O)Cl.CC(C)O

Last column: Löwdin charge in e.
Element x y z (Å)
O -3.436 -0.596 -1.454  -0.26
P -2.350 0.565 -1.325  0.75
O -2.515 1.496 -2.604  -0.28
N -0.603 -0.074 -1.149  -0.41
P 0.595 0.213 -2.451  0.39
O 0.753 -1.329 -2.925  -0.36
Cl 2.193 0.474 -1.370  0.42
H -3.406 -1.213 -2.208  0.07
H -2.195 1.209 -3.477  0.06
H -0.625 -1.080 -0.966  0.06
H 0.300 -1.459 -3.765  0.04
C 0.161 -0.559 2.741  -0.07
C 0.856 0.063 1.530  -0.59
C 2.113 0.777 2.018  -0.09
O 0.002 0.971 0.900  -0.13
H -0.131 0.224 3.442  0.08
H -0.733 -1.104 2.431  0.07
H 0.812 -1.263 3.266  0.07
H 1.210 -0.789 0.912  0.11
H 1.840 1.573 2.712  0.08
H 2.654 1.215 1.178  0.03
H 2.794 0.096 2.532  0.08
H -0.287 0.589 0.032  -0.12

# 4
This record from the Open Molecules 2025 dataset describes the molecule C3H4Cl2S. The level of theory is ωB97M-V with the def2-TZVPD basis set.

LUMO energy, eV: 0.69
Energy relative to the best compared isomer or geometry (same formula, charge and spin), kJ/mol: 25.1
2S+1: 1
HOMO energy, Ha: -0.31776
HOMO-LUMO gap, eV: 9.33
Structure (SMILES): CSC=C(Cl)Cl

Last column: Löwdin charge in e.
Element x y z (Å)
C 3.106 -0.608 0.515  -0.43
S 1.877 0.356 -0.388  0.81
C 0.451 -0.659 -0.202  -0.56
C -0.784 -0.151 -0.032  -1.20
Cl -1.198 1.568 0.156  0.56
Cl -2.178 -1.152 0.015  0.62
H 4.103 -0.153 0.441  0.04
H 2.859 -0.751 1.545  0.02
H 3.256 -1.651 0.050  0.07
H 0.497 -1.719 -0.413  0.07

# 5
This record from the Open Molecules 2025 dataset describes a structure of composition C21H10IrN5O9. The level of theory is ωB97M-V with the def2-TZVPD basis set.

LUMO energy, eV: -1.76
Energy relative to the best compared isomer or geometry (same formula, charge and spin), kJ/mol: 0.0
2S+1: 1
HOMO energy, Ha: -0.34624
HOMO-LUMO gap, eV: 7.66

Last column: Löwdin charge in e.
Element x y z (Å)
Ir 0.606 -0.035 -1.459  1.50
O 4.379 -0.994 -0.306  0.10
C 3.202 -0.728 -0.305  -0.54
O 2.574 -0.334 -1.389  -0.20
C 2.415 -0.853 0.988  -0.04
C 3.013 -1.615 1.981  0.09
C 2.403 -1.773 3.208  -0.12
C 1.197 -1.168 3.502  0.09
C 0.628 -0.384 2.530  -0.06
C 1.191 -0.212 1.253  -0.24
O 0.518 0.543 0.390  -0.18
N -0.651 0.266 2.841  -0.35
O -0.763 1.445 2.586  0.11
O -1.510 -0.428 3.351  0.09
N 3.044 -2.606 4.234  -0.35
O 4.087 -3.151 3.945  0.09
O 2.485 -2.694 5.310  0.08
H 3.968 -2.077 1.776  0.14
H 0.715 -1.309 4.458  0.14
N 4.769 4.175 -3.928  0.18
C 3.780 3.889 -3.421  -0.16
C 2.533 3.556 -2.789  -0.18
C 1.619 4.548 -2.449  0.02
C 0.432 4.176 -1.846  -0.01
C 0.190 2.839 -1.608  -0.07
N 1.078 1.889 -1.942  -0.09
C 2.237 2.230 -2.512  -0.03
H 1.844 5.585 -2.656  0.13
H -0.310 4.907 -1.561  0.12
H -0.728 2.496 -1.150  0.11
H 2.930 1.427 -2.724  0.13
O -0.290 -1.882 -0.857  -0.04
C -1.442 -1.383 -0.989  -0.42
N -1.465 -0.139 -1.475  -0.01
C -2.779 0.334 -1.512  -0.39
O -3.130 1.433 -1.849  0.12
C -3.632 -0.806 -1.005  -0.08
C -4.993 -0.888 -0.829  0.01
C -5.498 -2.080 -0.307  -0.05
C -4.661 -3.138 0.026  -0.05
C -3.281 -3.048 -0.152  0.02
C -2.795 -1.869 -0.673  -0.08
H -5.639 -0.058 -1.080  0.13
H -6.564 -2.182 -0.152  0.11
H -5.087 -4.044 0.434  0.11
H -2.622 -3.864 0.112  0.13